Below is the molecule CH2ClPS at a distorted geometry, with properties calculated with ωB97M-V with the def2-TZVPD basis set.

## Properties
orbital gap	7.62	eV
charge	0
LUMO energy	-1.064	eV
ΔE to the lowest compared entry with this formula, charge and spin	42.9	kcal/mol
max |F|	0.0364	hartree/bohr
HOMO level	-8.7	eV

The geometry in XYZ format:
```
6
Properties=species:S:1:pos:R:3:forces:R:3
Cl 0.45056 1.02133 -1.88954 0.2 0.1 -0.1
S -0.37152 -1.29680 2.21790 0.0 -0.1 -0.5
P 0.07118 -0.77935 0.41618 -0.3 1.8 0.2
C -0.26643 0.67188 -0.37730 -1.3 -0.8 0.4
H 1.29452 -0.84438 -0.18592 1.1 -1.1 -0.1
H -1.17831 1.22732 -0.18132 0.2 0.2 0.1
```
Forces are in eV/Å.

Atom charges from the natural (NBO) analysis, given in e for atoms 1 to 5: Cl 0.05; S -0.44; P 0.83; C -0.66; H -0.02